# C48H55N5O2

A cluster of 2 separate species, C48H55N5O2 in total at a distorted geometry (ωB97M-V with the def2-TZVPD basis set, OMol25).

Geometry (Å):
C -0.37035 -0.55488 -0.00309
C 0.24314 -0.84783 -1.21338
C -0.23319 -1.85028 -2.09419
N -0.55689 -2.74584 -2.78005
C 1.51287 -0.32917 -1.59558
N 2.51826 0.09946 -2.02922
C 0.46525 -0.33856 1.17827
C 1.75475 0.24958 1.13939
C 2.67780 0.02643 2.15606
C 2.30323 -0.70589 3.28679
C 0.96302 -1.09501 3.43820
C 0.03988 -0.88095 2.41855
H -1.35553 -0.98065 0.18813
H 2.04941 0.88721 0.31005
H 3.69884 0.40065 2.04785
H 3.04409 -0.95338 4.04771
H 0.65031 -1.59839 4.35387
H -1.00409 -1.18573 2.52313
C -7.02361 1.22867 -1.77466
C -6.51122 0.50512 -0.53748
C -6.34538 1.50073 0.60842
C -7.56275 -0.52975 -0.09886
C -5.17752 -0.23457 -0.78390
C -4.68693 -1.04977 0.24321
C -3.74205 -2.03319 -0.03745
C -3.39307 -2.30214 -1.36542
C -3.85351 -1.50134 -2.41407
C -3.81097 -1.97983 -3.89181
C -2.75327 -1.22458 -4.68926
C -5.18090 -1.79247 -4.55132
C -3.47692 -3.47767 -3.95671
C -4.43165 -0.25215 -2.00398
N -3.96934 0.98029 -2.56896
C -3.00543 1.77249 -1.96810
C -2.32482 1.39016 -0.81281
C -1.86187 2.41872 0.12454
C -2.83929 3.26806 0.72070
C -2.48680 4.47905 1.27732
C -1.11953 4.82138 1.29687
N -0.80035 6.19238 1.11522
O 0.38747 6.52215 0.91046
O -1.75899 7.00649 1.08874
C -0.12937 3.84134 1.06368
C -0.50451 2.66100 0.45173
N -2.82509 2.87876 -2.79547
C -1.99424 4.05131 -2.58784
C -0.57819 3.96394 -2.65618
C 0.19327 2.91745 -3.49278
C 1.68017 2.94366 -3.13405
C 0.04998 3.26366 -4.97536
C -0.34509 1.51414 -3.30174
C 0.15795 5.01120 -2.08160
C -0.40202 6.27949 -1.96778
C -1.73142 6.44540 -2.33018
C -2.58224 5.33102 -2.42721
C -4.09686 5.65997 -2.37843
C -4.33324 6.96490 -1.59947
C -4.93662 4.60116 -1.68347
C -4.61079 5.87167 -3.80311
C -3.56819 2.65839 -3.96057
C -4.30472 1.54853 -3.79090
H -7.08578 0.55442 -2.63596
H -8.03150 1.61722 -1.57842
H -6.39166 2.08295 -2.03134
H -6.03820 0.99748 1.53269
H -5.58978 2.25337 0.35915
H -7.29204 2.02430 0.80191
H -7.29845 -0.98835 0.86112
H -8.54438 -0.05353 0.01700
H -7.66295 -1.32667 -0.84498
H -5.08839 -0.97108 1.25895
H -3.34950 -2.66095 0.76611
H -2.75684 -3.16657 -1.55846
H -1.78071 -1.30867 -4.19887
H -2.66359 -1.65259 -5.69746
H -3.01521 -0.16960 -4.79261
H -5.93226 -2.41964 -4.05371
H -5.52840 -0.75585 -4.50340
H -5.12914 -2.08347 -5.60963
H -4.19913 -4.05941 -3.36709
H -3.52992 -3.82724 -4.99716
H -2.46010 -3.66608 -3.58895
H -2.59460 0.40126 -0.45005
H -3.88330 2.95299 0.68127
H -3.21523 5.20132 1.63203
H 0.90506 4.07769 1.30540
H 0.24416 1.92369 0.17069
H 1.84580 2.73693 -2.06937
H 2.22353 2.17410 -3.69361
H 2.12707 3.91512 -3.37686
H -0.99438 3.19478 -5.30162
H 0.39786 4.28612 -5.16085
H 0.64743 2.56622 -5.57645
H -1.35061 1.41126 -3.70920
H 0.28611 0.77019 -3.81014
H -0.38787 1.24551 -2.24354
H 1.18725 4.87021 -1.74857
H 0.19771 7.13602 -1.65830
H -2.12283 7.46107 -2.43312
H -4.05458 7.84127 -2.19503
H -5.39992 7.06421 -1.36458
H -3.77380 6.97783 -0.65548
H -4.93186 3.65900 -2.22774
H -4.57790 4.43192 -0.66196
H -5.98015 4.94769 -1.63894
H -4.59110 4.93504 -4.37131
H -5.64591 6.24005 -3.77083
H -3.98755 6.61215 -4.32232
H -3.49839 3.32309 -4.80268
H -5.07646 1.13869 -4.41854

## Properties
- spin multiplicity = 1
- HOMO (hartree) = -0.2533
- DFT total energy (eV) = -62206.8033

Atom charges from the Löwdin analysis, given in e for atoms 1 to 99: number 1, C, carries 0.036; number 2, C, carries -0.220; number 3, C, carries -0.141; number 4, N, carries 0.206; number 5, C, carries -0.199; number 6, N, carries 0.217; number 7, C, carries -0.204; number 8, C, carries -0.050; number 9, C, carries -0.058; number 10, C, carries -0.071; number 11, C, carries -0.074; number 12, C, carries -0.015; number 13, H, carries 0.100; number 14, H, carries 0.090; number 15, H, carries 0.114; number 16, H, carries 0.106; number 17, H, carries 0.107; number 18, H, carries 0.116; number 19, C, carries -0.040; number 20, C, carries -0.538; number 21, C, carries -0.038; number 22, C, carries -0.043; number 23, C, carries -0.095; number 24, C, carries -0.051; number 25, C, carries -0.090; number 26, C, carries -0.055; number 27, C, carries -0.062; number 28, C, carries -0.526; number 29, C, carries -0.042; number 30, C, carries -0.040; number 31, C, carries -0.069; number 32, C, carries -0.086; number 33, N, carries 0.060; number 34, C, carries -0.193; number 35, C, carries -0.033; number 36, C, carries -0.174; number 37, C, carries -0.017; number 38, C, carries 0.014; number 39, C, carries -0.164; number 40, N, carries -0.315; number 41, O, carries 0.042; number 42, O, carries 0.032; number 43, C, carries 0.019; number 44, C, carries -0.012; number 45, N, carries 0.032; number 46, C, carries -0.060; number 47, C, carries -0.082; number 48, C, carries -0.514; number 49, C, carries -0.075; number 50, C, carries -0.027; number 51, C, carries -0.053; number 52, C, carries -0.040; number 53, C, carries -0.060; number 54, C, carries -0.034; number 55, C, carries -0.073; number 56, C, carries -0.524; number 57, C, carries -0.061; number 58, C, carries -0.043; number 59, C, carries -0.036; number 60, C, carries -0.064; number 61, C, carries -0.072; number 62, H, carries 0.088; number 63, H, carries 0.093; number 64, H, carries 0.062; number 65, H, carries 0.085; number 66, H, carries 0.056; number 67, H, carries 0.095; number 68, H, carries 0.080; number 69, H, carries 0.089; number 70, H, carries 0.094; number 71, H, carries 0.115; number 72, H, carries 0.109; number 73, H, carries 0.099; number 74, H, carries 0.053; number 75, H, carries 0.095; number 76, H, carries 0.057; number 77, H, carries 0.094; number 78, H, carries 0.052; number 79, H, carries 0.093; number 80, H, carries 0.092; number 81, H, carries 0.092; number 82, H, carries 0.043; number 83, H, carries 0.079; number 84, H, carries 0.084; number 85, H, carries 0.123; number 86, H, carries 0.126; number 87, H, carries 0.079; number 88, H, carries 0.074; number 89, H, carries 0.079; number 90, H, carries 0.086; number 91, H, carries 0.077; number 92, H, carries 0.094; number 93, H, carries 0.095; number 94, H, carries 0.071; number 95, H, carries 0.098; number 96, H, carries 0.053; number 97, H, carries 0.113; number 98, H, carries 0.115; number 99, H, carries 0.114